Molecular formula: C9H19N3O
Method: DFT, ωB97M-V with the def2-TZVPD basis set

Geometry as XYZ:
```
32
Properties=species:S:1:pos:R:3:forces:R:3
C 1.266 -1.259 0.413 -2.5 -0.2 -0.4
C 1.417 -1.767 -1.060 0.5 1.9 -0.4
C 2.753 -1.045 -1.620 -2.5 -0.6 -2.8
C 1.693 -3.259 -1.150 -1.4 -1.4 2.8
C 0.121 -1.461 -2.018 -1.0 0.2 2.1
N 0.302 -1.895 -3.422 -0.2 4.2 0.9
C -0.317 0.065 -1.835 1.1 2.0 0.5
O 0.319 0.944 -2.413 -0.2 -1.0 -0.3
N -1.274 0.625 -0.911 1.0 -1.0 -1.0
C -1.189 2.045 -0.466 -2.2 -0.6 -0.7
C -1.956 1.964 0.863 -1.4 3.3 0.8
C -1.857 0.573 1.356 1.0 -0.9 -2.0
N -2.011 -0.106 0.008 -1.4 -1.9 0.7
H 1.156 -0.154 0.566 -0.2 -0.8 -0.6
H 2.101 -1.506 1.015 1.1 -0.6 0.4
H 0.365 -1.782 0.883 1.0 0.8 -0.5
H 2.834 -1.005 -2.778 -0.4 -0.6 1.6
H 2.708 -0.001 -1.435 0.3 0.9 0.9
H 3.618 -1.576 -1.330 1.0 -0.2 0.9
H 0.815 -4.026 -0.864 1.6 2.0 -1.0
H 2.054 -3.354 -2.127 0.4 -1.1 -1.5
H 2.496 -3.550 -0.432 -0.3 0.3 -0.6
H -0.762 -1.969 -1.503 1.2 -0.1 -1.0
H 1.058 -1.350 -3.900 -1.1 -0.9 0.8
H 0.416 -2.848 -3.491 0.4 -2.3 -0.2
H -0.185 2.291 -0.334 1.7 0.6 0.1
H -1.688 2.759 -1.175 0.6 -0.7 0.5
H -1.636 2.744 1.609 0.0 -0.6 -0.8
H -3.091 2.204 0.719 1.9 -0.5 0.0
H -0.891 0.273 1.848 -0.9 0.3 -0.6
H -2.691 0.369 1.973 -0.7 -0.7 0.7
H -3.022 -0.069 -0.284 1.3 0.0 0.6
```
Positions in Å, forces in eV/Å.

**Relative energy (zero: lowest compared OMol25 entry of this formula, charge and spin)**: 50.5 kJ/mol
**Molar mass**: 185.27 g/mol
**LUMO**: 0.826 eV
**SMILES**: CC(C)(C)[C@H](N)C(=O)N1CCCN1